1.
Molecular formula: C41H84F12N4O11
Method: DFT, ωB97M-V/def2-TZVPD

Summary:
HOMO (spin up / spin down)   -8.51 / -8.51 eV
Spin multiplicity   2
Total charge   +1
Kohn-Sham gap (spin up / spin down)   6.19 / 4.98 eV
DFT total energy   -3856.9673 a.u.

Element x y z (Å)
C (3.084717, 2.099953, -4.592966)
C (2.379267, 1.846613, -5.934906)
C (1.104617, 2.587453, -6.215356)
C (-0.217783, 1.931033, -5.731206)
N (-1.364013, 2.921753, -5.773096)
C (-1.303733, 3.503573, -7.245706)
C (-2.825823, 3.943733, -7.641756)
C (-3.701403, 3.121593, -6.636726)
C (-2.767893, 2.361693, -5.694666)
C (-1.241933, 4.157653, -4.860676)
C (-0.867713, 3.768073, -3.412436)
C (-1.373323, 4.701063, -2.366796)
H (2.353567, 1.967063, -3.795556)
H (3.435337, 3.120233, -4.437436)
H (3.815987, 1.317783, -4.389106)
H (2.072617, 0.802953, -5.865426)
H (3.021247, 1.929393, -6.811906)
H (1.024447, 2.553933, -7.301886)
H (1.098227, 3.627393, -5.888876)
H (-0.227533, 1.309273, -4.835986)
H (-0.434633, 1.117753, -6.423776)
H (-0.539723, 4.227973, -7.527886)
H (-0.994763, 2.673503, -7.881026)
H (-2.987513, 4.990193, -7.383136)
H (-3.282893, 3.897183, -8.630206)
H (-4.506073, 3.704123, -6.188096)
H (-4.257833, 2.287943, -7.065096)
H (-3.044913, 2.483333, -4.647506)
H (-2.630643, 1.336283, -6.037876)
H (-2.122493, 4.782543, -5.009786)
H (-0.504743, 4.891033, -5.187496)
H (0.219357, 3.757313, -3.333366)
H (-1.119353, 2.727583, -3.207106)
H (-2.461983, 4.753833, -2.378356)
H (-1.141383, 5.723423, -2.665246)
H (-0.868313, 4.554313, -1.412056)
C (3.853607, 3.116323, 0.785484)
C (3.643527, 4.187593, 1.800874)
O (4.372197, 4.296033, 2.761644)
N (2.298107, 4.932653, 1.658634)
H (2.371807, 5.293463, 0.718154)
H (1.509007, 4.303923, 1.704594)
C (2.033337, 5.987343, 2.781244)
H (3.022277, 2.421793, 0.906374)
H (4.817727, 2.727373, 1.113054)
H (3.761027, 3.430243, -0.254226)
H (2.896167, 6.576203, 3.092494)
H (1.699127, 5.480003, 3.686224)
H (1.136567, 6.570143, 2.570884)
C (0.145307, -2.081027, 0.010644)
C (-0.258183, -0.975057, 0.898274)
O (-0.981493, -1.116047, 1.870574)
N (0.103007, 0.485923, 0.534764)
H (-0.091913, 1.045583, 1.352624)
H (1.107767, 0.552563, 0.456594)
C (-0.730243, 1.128303, -0.592916)
H (1.114967, -1.838267, -0.424016)
H (-0.583103, -2.218247, -0.788526)
H (0.235147, -2.986577, 0.610664)
H (-1.779023, 1.333063, -0.377886)
H (-0.603723, 0.559353, -1.513996)
H (-0.266553, 2.106193, -0.722626)
C (3.256357, -2.297857, 5.555344)
C (1.939717, -1.853117, 6.039164)
N (0.953477, -1.403737, 4.948254)
C (0.676647, -2.683217, 4.225854)
C (-0.384413, -0.890247, 5.642334)
C (-1.121413, -1.855897, 6.543304)
C (1.690897, -0.302567, 4.057474)
C (2.357867, 0.978493, 4.759284)
O (1.331317, 1.633563, 5.555044)
C (1.855737, 2.839043, 6.044114)
H (3.494877, -2.002957, 4.533464)
H (3.315407, -3.366387, 5.348324)
H (4.083617, -1.924027, 6.158664)
H (1.902867, -1.078197, 6.804814)
H (1.533057, -2.696277, 6.597564)
H (0.521357, -3.492027, 4.939874)
H (1.489897, -2.941967, 3.547794)
H (-0.283743, -2.539237, 3.730874)
H (-0.917013, -0.590847, 4.739674)
H (-0.201203, 0.043303, 6.174314)
H (-1.779753, -2.609537, 6.111214)
H (-1.932333, -1.361327, 7.078014)
H (-0.495583, -2.231847, 7.352694)
H (0.813817, -0.021897, 3.474324)
H (2.396557, -0.852077, 3.434434)
H (2.783627, 1.523463, 3.916764)
H (3.192777, 0.651743, 5.379174)
H (2.689607, 2.742403, 6.739404)
H (1.100667, 3.406363, 6.588274)
H (2.248807, 3.380533, 5.183664)
C (0.206087, -7.567417, -1.219776)
O (-0.265023, -8.489977, -0.198756)
O (0.381257, -8.390197, -2.364376)
C (-0.869303, -6.389057, -1.462966)
F (-0.877193, -5.779607, -2.653866)
F (-2.168743, -6.770537, -1.222176)
F (-0.510723, -5.372927, -0.587926)
C (0.283987, -8.464407, 1.069534)
C (-0.455173, -9.601977, 1.818544)
H (-0.216713, -9.716547, 2.875954)
H (-1.535273, -9.487207, 1.727364)
H (-0.287983, -10.591217, 1.392444)
H (0.060567, -7.498657, 1.522884)
H (1.322737, -8.789587, 1.127544)
H (1.163177, -7.102557, -0.983176)
C (4.057667, -1.445477, 0.721184)
O (3.364627, -2.602957, 1.423114)
O (3.053037, -0.437087, 0.660394)
C (5.384087, -1.124917, 1.648044)
F (6.404757, -2.094207, 1.832534)
F (6.058937, 0.065133, 1.452074)
F (5.047527, -0.868547, 2.878764)
C (4.026917, -3.888767, 1.304684)
C (2.977867, -4.988307, 1.312464)
H (3.202407, -6.048507, 1.429384)
H (2.312837, -5.033837, 2.174884)
H (2.327377, -4.894687, 0.442854)
H (4.738197, -3.973367, 2.126284)
H (4.655857, -4.069817, 0.433044)
H (4.293017, -1.747087, -0.299476)
C (-3.184423, -0.767587, -3.597816)
O (-4.448583, -0.678397, -4.259646)
O (-3.011043, 0.373053, -2.810446)
C (-2.777623, -2.134937, -2.964406)
F (-1.479213, -2.413287, -3.128356)
F (-2.980663, -2.357207, -1.682676)
F (-3.428973, -3.121907, -3.514626)
C (-5.674133, -1.105017, -3.561116)
C (-6.970773, -0.520767, -4.284106)
H (-7.025693, -0.679507, -5.361086)
H (-7.768283, -1.063147, -3.776286)
H (-7.206873, 0.537073, -4.168656)
H (-5.647583, -0.870047, -2.497076)
H (-5.750033, -2.188637, -3.651176)
H (-2.565663, -0.746177, -4.494906)
C (-1.311473, 3.150323, 2.801154)
O (-1.842293, 1.865713, 2.518954)
O (0.018477, 3.186193, 2.347344)
C (-2.044813, 4.374023, 2.104734)
F (-1.322103, 5.531183, 2.468534)
F (-2.263053, 4.226933, 0.747724)
F (-3.258533, 4.520193, 2.649724)
C (-3.258833, 1.559673, 2.758134)
C (-3.570113, 0.326273, 3.493004)
H (-3.292353, -0.522847, 2.868534)
H (-2.909753, 0.310553, 4.360054)
H (-4.619063, 0.224573, 3.771334)
H (-3.661643, 1.627183, 1.747544)
H (-3.707233, 2.307453, 3.412244)
H (-1.335313, 3.210363, 3.889234)

Atoms 1-2, force components in eV/Å:
C -0.892 -0.003 0.091
C 0.232 -0.884 0.950


2.
Molecular formula: C41H86B2O10
Method: DFT, ωB97M-V/def2-TZVPD

Summary:
SMILES   CCCBB(O)CC.C1CCOC1.C1CCOC1.C1CCOC1.C1CCOC1.C1CCOC1.C1CCOC1.C1CCOC1.C1CCOC1.C1CCOC1
HOMO   -8.54 eV
Energy relative to the best compared isomer or geometry (same formula, charge and spin)   0.00 kJ/mol
Kohn-Sham gap   9.23 eV
DFT total energy   -2415.7469 a.u.

Element x y z (Å)
C (1.698659, 0.773275, -0.960049)
C (1.980638, 1.116636, -2.421237)
C (3.412164, 0.713611, -2.853237)
B (4.421350, 1.881763, -2.574043)
B (4.861413, 2.555297, -1.073204)
O (6.164691, 2.346003, -0.628035)
C (3.912747, 3.444197, -0.170846)
C (4.616027, 4.429213, 0.771159)
H (1.354600, -0.256949, -0.883735)
H (2.591696, 0.875991, -0.341747)
H (0.910296, 1.393394, -0.530897)
H (1.271314, 0.563540, -3.040868)
H (1.788998, 2.174638, -2.627142)
H (3.407755, 0.457733, -3.916179)
H (3.662101, -0.200655, -2.306060)
H (4.938470, 2.384382, -3.543187)
H (6.831229, 2.802738, -1.177605)
H (3.205021, 3.971154, -0.822163)
H (3.272342, 2.764687, 0.403606)
H (4.770763, 3.993171, 1.758549)
H (4.038553, 5.344366, 0.909974)
H (5.605608, 4.714613, 0.408820)
C (6.976096, -2.825090, -2.012296)
C (6.861600, -2.120738, -0.659817)
C (5.438685, -1.585347, -0.720322)
O (4.691107, -2.513058, -1.509070)
C (5.578891, -3.415428, -2.166774)
H (7.757403, -3.583379, -2.047051)
H (7.168534, -2.096502, -2.803295)
H (6.962505, -2.836498, 0.157857)
H (7.594835, -1.328926, -0.512233)
H (5.414821, -0.602310, -1.200893)
H (4.971664, -1.497219, 0.262054)
H (5.513370, -4.400324, -1.691443)
H (5.263913, -3.514539, -3.207103)
C (-2.475611, -2.949477, -1.445653)
C (-3.264620, -1.640714, -1.495042)
C (-2.351006, -0.713760, -0.708304)
O (-1.016812, -1.161925, -0.948967)
C (-1.042743, -2.445394, -1.578120)
H (-2.745864, -3.653044, -2.232023)
H (-2.617295, -3.442216, -0.480807)
H (-3.357873, -1.300075, -2.529094)
H (-4.260587, -1.691625, -1.061551)
H (-2.562733, -0.767297, 0.365596)
H (-2.427643, 0.329297, -1.020975)
H (-0.758553, -2.340644, -2.631124)
H (-0.308028, -3.084557, -1.086335)
C (3.186649, -1.599668, -6.499413)
C (2.173794, -0.800636, -7.319037)
C (1.038907, -1.808660, -7.461850)
O (1.060050, -2.602384, -6.276739)
C (2.269013, -2.364444, -5.553921)
H (3.905779, -0.977892, -5.967211)
H (3.736422, -2.289777, -7.142853)
H (1.839044, 0.073512, -6.756739)
H (2.557581, -0.463258, -8.280976)
H (1.193387, -2.453508, -8.334164)
H (0.056493, -1.342428, -7.549382)
H (2.046383, -1.767873, -4.662237)
H (2.677949, -3.323485, -5.233559)
C (-7.816620, -1.574651, 1.916938)
C (-6.731823, -2.603222, 2.234407)
C (-6.032196, -2.731665, 0.886728)
O (-6.142700, -1.452050, 0.258138)
C (-7.082108, -0.639863, 0.970047)
H (-8.193841, -1.044571, 2.788265)
H (-8.656664, -2.052272, 1.406135)
H (-6.045451, -2.210642, 2.985949)
H (-7.114085, -3.552678, 2.604510)
H (-6.514501, -3.486219, 0.255088)
H (-4.973336, -2.984565, 0.974799)
H (-6.545613, 0.135464, 1.526305)
H (-7.735512, -0.153266, 0.244580)
C (5.234519, 1.358643, 3.224035)
C (4.827116, 0.545525, 4.452970)
C (5.265925, -0.857495, 4.048267)
O (6.410306, -0.691450, 3.211867)
C (6.539665, 0.681162, 2.829290)
H (5.359797, 2.422225, 3.421015)
H (4.493728, 1.243268, 2.429212)
H (5.385231, 0.879835, 5.329925)
H (3.763739, 0.600683, 4.682154)
H (4.477167, -1.371622, 3.487745)
H (5.545359, -1.482059, 4.898154)
H (7.393933, 1.111659, 3.362847)
H (6.730521, 0.730553, 1.756449)
C (10.673310, 3.278135, -2.224768)
C (10.430751, 2.093862, -3.161156)
C (9.033047, 1.653478, -2.746185)
O (8.358993, 2.844659, -2.329683)
C (9.292493, 3.919534, -2.178373)
H (11.439835, 3.965274, -2.579285)
H (10.961002, 2.923846, -1.233372)
H (10.432453, 2.426074, -4.200833)
H (11.165082, 1.297088, -3.054727)
H (9.065429, 0.949712, -1.908551)
H (8.460966, 1.202007, -3.557108)
H (9.154507, 4.631930, -2.997415)
H (9.085587, 4.428924, -1.236317)
C (-6.981339, -5.828043, 6.789680)
C (-8.267524, -5.634141, 5.986568)
C (-8.069027, -4.227693, 5.433650)
O (-6.663352, -4.068912, 5.249180)
C (-5.961192, -5.127807, 5.899751)
H (-6.731783, -6.872539, 6.970594)
H (-7.057140, -5.321262, 7.753613)
H (-8.319412, -6.359738, 5.172510)
H (-9.173714, -5.724683, 6.583816)
H (-8.429792, -3.470853, 6.138792)
H (-8.566842, -4.065772, 4.475895)
H (-5.559995, -5.813091, 5.145185)
H (-5.125326, -4.699541, 6.454141)
C (-9.711190, 3.374883, 3.598967)
C (-10.002576, 2.605873, 4.887829)
C (-9.625170, 1.185301, 4.484286)
O (-8.569948, 1.311701, 3.532226)
C (-8.454735, 2.669907, 3.102829)
H (-9.557910, 4.442026, 3.752564)
H (-10.527921, 3.244639, 2.886453)
H (-9.355111, 2.957341, 5.693392)
H (-11.036719, 2.685298, 5.220082)
H (-10.473218, 0.670204, 4.019148)
H (-9.269301, 0.578706, 5.318505)
H (-7.554187, 3.111869, 3.541872)
H (-8.348821, 2.682659, 2.017544)
C (-2.991353, 4.456326, -0.823182)
C (-3.157603, 3.309782, -1.819768)
C (-4.482857, 2.706387, -1.368127)
O (-5.256028, 3.790248, -0.848780)
C (-4.429434, 4.940374, -0.678842)
H (-2.317734, 5.240179, -1.166817)
H (-2.618889, 4.077258, 0.130513)
H (-3.242123, 3.699308, -2.836236)
H (-2.340233, 2.589768, -1.798040)
H (-4.331109, 1.961360, -0.579367)
H (-5.040939, 2.236305, -2.178832)
H (-4.673999, 5.680565, -1.448879)
H (-4.641367, 5.378138, 0.297810)

Atoms 1-2, force components in eV/Å:
C -0.058 -0.061 0.016
C -0.049 -0.061 0.046